--- a ---
Below is C3H3NO2 in the gas phase, with properties calculated with ωB97M-V/def2-TZVPD.

Structure (XYZ):
```
9
C3H3NO2, DFT ωB97M-V/def2-TZVPD
C -1.007 1.213 0.115
C 1.414 -0.303 0.036
C 0.095 -0.874 -0.093
N -0.092 1.989 -0.008
O 2.509 -0.490 0.270
O -0.979 -0.137 0.277
H -2.063 1.443 0.169
H -0.166 -1.098 -1.191
H 0.290 -1.743 0.426
```

## Properties
multiplicity = 1
HOMO energy (spin up / spin down) = -7.83 / -9.19 eV
orbital gap (spin up / spin down) = 7.3 / 9.1 eV
molecular weight = 85.06 g mol⁻¹
charge = 0

=====

--- b ---
Below is C3H3NO2 in the gas phase, with properties calculated with ωB97M-V/def2-TZVPD.

Structure (XYZ):
```
9
C3H3NO2, DFT ωB97M-V/def2-TZVPD
O -0.114 1.429 -0.737
C 0.128 0.199 -0.313
C -1.042 -0.579 0.104
O -2.153 -0.098 -0.051
C 1.467 -0.227 0.020
N 2.622 -0.531 -0.050
H -1.077 1.573 -0.596
H 1.039 -0.173 1.129
H -0.870 -1.594 0.493
```

## Properties
multiplicity = 1
HOMO energy (spin up / spin down) = -9.60 / -8.71 eV
orbital gap (spin up / spin down) = 8.3 / 7.5 eV
molecular weight = 85.06 g mol⁻¹
charge = 0

=====

Least stable = a

=====

--- a ---
Below is C3H3NO2 in the gas phase, with properties calculated with ωB97M-V/def2-TZVPD.

Structure (XYZ):
```
9
C3H3NO2, DFT ωB97M-V/def2-TZVPD
C 0.256 -0.836 -0.534
C 0.714 0.232 -1.116
C 0.066 0.470 0.205
N 1.290 0.939 -2.360
O 1.279 2.137 -2.329
O 1.689 0.216 -3.232
H 0.083 -1.885 -0.535
H -0.921 0.917 0.243
H 0.679 0.694 1.069
```

## Properties
multiplicity = 1
HOMO energy = -10.58 eV
orbital gap = 10.2 eV
structure (SMILES) = O=[N+]([O-])C1=CC1
molecular weight = 85.06 g mol⁻¹
charge = 0

=====

--- b ---
Below is C3H3NO2 in the gas phase, with properties calculated with ωB97M-V/def2-TZVPD.

Structure (XYZ):
```
9
C3H3NO2, DFT ωB97M-V/def2-TZVPD
O 0.529 0.790 -2.043
C 0.290 0.276 -0.995
C -0.079 0.874 0.345
N -0.218 -0.252 1.255
C -0.087 -1.274 0.521
O 0.163 -1.095 -0.819
H 0.602 1.638 0.728
H -1.047 1.340 0.148
H -0.148 -2.307 0.847
```

## Properties
multiplicity = 1
HOMO energy = -10.60 eV
orbital gap = 11.4 eV
structure (SMILES) = O=C1CN=CO1
molecular weight = 85.06 g mol⁻¹
charge = 0

=====

Least stable = a

=====

--- a ---
Below is C3H3NO2 in the gas phase, with properties calculated with ωB97M-V/def2-TZVPD.

Structure (XYZ):
```
9
C3H3NO2, DFT ωB97M-V/def2-TZVPD
C -0.693 -0.137 -0.014
C 0.156 0.861 -0.048
C 1.453 0.212 0.041
H -2.317 -1.034 0.273
H -0.072 1.933 -0.171
H 2.387 0.627 0.043
N 1.258 -1.058 -0.026
O -2.013 -0.092 -0.021
O -0.158 -1.313 -0.078
```

## Properties
multiplicity = 1
HOMO energy = -9.28 eV
orbital gap = 9.9 eV
structure (SMILES) = Oc1ccno1
molecular weight = 85.06 g mol⁻¹
charge = 0

=====

--- b ---
Below is C3H3NO2 as an isolated structure, with properties calculated with ωB97M-V/def2-TZVPD.

Structure (XYZ):
```
9
C3H3NO2, DFT ωB97M-V/def2-TZVPD
O -0.163 -1.643 1.162
C -0.116 -0.537 0.440
N -0.102 -0.619 -1.005
O -0.881 0.645 -1.422
C 0.179 1.026 -0.717
C 0.096 0.747 0.736
H -0.416 -2.375 0.581
H 0.947 1.642 -1.198
H 0.213 1.338 1.629
```

## Properties
multiplicity = 1
HOMO energy = -8.72 eV
orbital gap = 9.4 eV
molecular weight = 85.06 g mol⁻¹
charge = 0

=====

Least stable = b

=====

--- a ---
Below is C8H10 in the gas phase, with properties calculated with ωB97M-V/def2-TZVPD.

Structure (XYZ):
```
18
C8H10, DFT ωB97M-V/def2-TZVPD
C 1.065 1.508 1.458
C 0.476 0.763 0.496
C -0.294 1.102 -0.676
C -1.725 0.589 -0.502
C -0.798 -0.165 -1.252
C -0.344 -1.310 -0.401
C 1.085 -1.473 -0.290
C 0.279 -0.694 0.896
H 1.654 1.134 2.287
H 0.982 2.584 1.273
H -0.022 1.760 -1.474
H -1.927 0.239 0.445
H -2.561 1.169 -0.901
H -0.725 -0.425 -2.248
H -0.876 -2.261 -0.280
H 1.941 -0.882 -0.572
H 1.423 -2.528 -0.207
H 0.367 -1.109 1.949
```

## Properties
multiplicity = 1
HOMO energy = -8.14 eV
orbital gap = 9.3 eV
structure (SMILES) = C=C1[C@@H]2C[C@@H]2[C@H]2C[C@@H]12
molecular weight = 106.17 g mol⁻¹
charge = 0

=====

--- b ---
Below is C8H10 in the gas phase, with properties calculated with ωB97M-V/def2-TZVPD.

Structure (XYZ):
```
18
C8H10, DFT ωB97M-V/def2-TZVPD
C -2.259 0.596 -0.374
C -1.495 0.227 0.892
C 0.832 1.053 -0.326
C -0.098 -0.184 0.455
C 0.306 -1.508 0.101
C 1.293 -0.876 0.880
C 2.097 0.342 0.116
C 1.744 0.399 -1.248
H -3.177 1.176 -0.258
H -2.472 -0.320 -0.943
H -1.475 1.033 -1.030
H -1.437 1.137 1.566
H -2.000 -0.607 1.486
H 1.289 -0.429 -1.789
H -0.153 -2.440 0.253
H 1.628 -1.000 1.953
H 3.161 0.266 0.142
H 2.215 1.135 -1.873
```

## Properties
multiplicity = 1
HOMO energy = -7.11 eV
orbital gap = 6.1 eV
molecular weight = 106.17 g mol⁻¹
charge = 0

=====

--- c ---
Below is C8H10 in the gas phase, with properties calculated with ωB97M-V/def2-TZVPD.

Structure (XYZ):
```
18
C8H10, DFT ωB97M-V/def2-TZVPD
C -2.029 -0.223 -1.298
C -1.121 -1.132 -0.900
C -1.649 1.270 -1.093
C -0.163 1.302 -0.654
C 0.199 0.762 0.771
C 1.437 0.018 0.340
C 0.186 -0.207 -0.410
C 2.028 -1.071 1.276
H -3.035 -0.268 -1.834
H -0.894 -2.184 -1.063
H -1.762 1.724 -1.997
H -2.373 1.755 -0.324
H 0.343 2.044 -1.390
H -0.392 0.828 1.615
H 2.185 0.579 -0.103
H 2.688 -0.749 2.082
H 2.662 -1.667 0.558
H 1.321 -1.676 1.839
```

## Properties
multiplicity = 1
HOMO energy = -8.42 eV
orbital gap = 9.6 eV
structure (SMILES) = C[C@@H]1[C@H]2[C@@H]3CC=C[C@@]213
molecular weight = 106.17 g mol⁻¹
charge = 0

=====

Least stable = b

=====

--- a ---
Below is C8H10 in the gas phase, with properties calculated with ωB97M-V/def2-TZVPD.

Structure (XYZ):
```
18
C8H10, DFT ωB97M-V/def2-TZVPD
C -1.345 -2.285 -0.117
C -1.633 -0.856 -0.178
C -0.859 0.272 0.194
C -1.501 1.480 0.301
C -0.847 2.675 -0.221
C 0.589 0.032 -0.178
C 1.792 -0.289 -0.111
C 3.200 -0.001 0.097
H -1.633 -2.798 0.872
H -0.364 -2.438 0.106
H -1.672 -2.880 -0.960
H -2.699 -0.443 0.055
H -2.671 1.194 0.576
H -1.494 3.496 -0.128
H 0.314 2.695 -0.821
H 3.514 1.179 -0.045
H 3.840 -0.549 -0.649
H 3.468 -0.485 1.207
```

## Properties
multiplicity = 1
HOMO energy = -7.93 eV
orbital gap = 8.0 eV
structure (SMILES) = C=C/C(C#CC)=C/C
molecular weight = 106.17 g mol⁻¹
charge = 0

=====

--- b ---
Below is a 2-piece molecular cluster, C8H10 overall, with properties calculated with ωB97M-V/def2-TZVPD.

Structure (XYZ):
```
18
C8H10, DFT ωB97M-V/def2-TZVPD
C 1.015 1.353 -0.345
C 0.314 1.104 0.877
C 0.215 -0.147 1.471
C 0.749 -1.236 0.774
C 1.469 -1.005 -0.463
C 1.664 0.267 -0.986
C -2.096 0.358 -0.208
C -1.671 -0.744 -0.888
H 1.173 2.465 -0.573
H 0.026 2.035 1.358
H -0.082 -0.282 2.527
H 0.944 -2.197 1.321
H 1.868 -1.815 -1.029
H 2.177 0.604 -1.863
H -2.149 0.185 0.911
H -2.509 1.280 -0.661
H -1.516 -1.682 -0.243
H -1.593 -0.544 -1.981
```

## Properties
multiplicity = 1
HOMO energy = -8.90 eV
orbital gap = 10.0 eV
structure (SMILES) = c1ccccc1.C=C
molecular weight = 106.17 g mol⁻¹
charge = 0

=====

Least stable = a

=====

--- a ---
Below is an isolated ion of composition C5H14NO and charge +1, with properties calculated with ωB97M-V/def2-TZVPD.

Structure (XYZ):
```
21
C5H14NO, DFT ωB97M-V/def2-TZVPD
C 0.256 -2.124 1.328
C -0.361 -0.970 0.555
C 0.783 0.096 0.569
C 0.836 1.310 -0.416
C -0.281 2.310 -0.481
O -1.262 1.483 -1.274
N -0.649 -1.133 -0.935
H 1.041 -2.650 0.809
H -0.402 -2.897 1.874
H 0.732 -1.712 2.305
H -1.316 -0.492 1.058
H 1.817 -0.394 0.551
H 0.913 0.308 1.733
H 1.068 0.948 -1.392
H 1.880 1.782 -0.281
H -0.801 2.456 0.453
H -0.051 3.245 -0.920
H -2.037 1.830 -1.537
H -0.965 -0.174 -1.425
H -1.310 -1.832 -1.037
H 0.108 -1.389 -1.536
```

## Properties
multiplicity = 1
HOMO energy = -15.09 eV
orbital gap = 12.1 eV
structure (SMILES) = C[C@H]([NH3+])CCCO
molecular weight = 104.17 g mol⁻¹
charge = +1

=====

--- b ---
Below is a 2-piece molecular cluster, C5H14NO overall, with properties calculated with ωB97M-V/def2-TZVPD.

Structure (XYZ):
```
21
C5H14NO, DFT ωB97M-V/def2-TZVPD
C 0.154 1.008 -1.492
C 0.422 -0.537 -1.732
C 0.902 -1.377 -0.497
C 0.230 -0.917 0.771
C -1.936 -0.895 1.687
N -1.174 -1.080 0.628
H 0.150 1.617 -2.404
H 0.934 1.368 -0.868
H -0.831 1.317 -1.055
H 1.129 -0.612 -2.555
H -0.500 -0.942 -2.110
H 2.065 -1.399 -0.558
H 0.587 -2.384 -0.701
H 0.365 0.154 0.823
H 0.646 -1.429 1.591
H -2.988 -0.627 1.410
H -1.377 -0.698 2.696
H -1.548 -1.442 -0.259
H 1.225 3.415 0.937
H 0.953 2.667 2.294
O 0.593 2.793 1.394
```

## Properties
multiplicity = 1
HOMO energy = -14.75 eV
orbital gap = 9.2 eV
molecular weight = 104.17 g mol⁻¹
charge = +1

=====

--- c ---
Below is a 2-piece molecular cluster, C5H14NO overall, with properties calculated with ωB97M-V/def2-TZVPD.

Structure (XYZ):
```
21
C5H14NO, DFT ωB97M-V/def2-TZVPD
C 0.006 1.370 -0.885
C -0.639 0.960 0.364
N -0.968 -0.582 0.089
C 0.200 -1.408 0.655
C 0.375 -0.559 1.961
C 0.278 0.904 1.624
H -0.576 1.662 -1.812
H 0.942 0.795 -1.087
H 0.470 2.377 -0.690
H -1.562 1.448 0.592
H -1.104 -0.800 -0.915
H -1.720 -0.877 0.695
H -0.075 -2.438 0.927
H 1.034 -1.276 -0.021
H -0.410 -0.877 2.625
H 1.285 -0.939 2.480
H 1.198 1.419 1.439
H -0.137 1.507 2.453
H 1.009 -1.453 -3.565
H 0.001 -0.363 -3.825
O 0.395 -0.869 -3.103
```

## Properties
multiplicity = 1
HOMO energy = -15.31 eV
orbital gap = 12.5 eV
molecular weight = 104.17 g mol⁻¹
charge = +1

=====

--- d ---
Below is a 2-piece molecular cluster, C5H14NO overall, with properties calculated with ωB97M-V/def2-TZVPD.

Structure (XYZ):
```
21
C5H14NO, DFT ωB97M-V/def2-TZVPD
C -1.400 -2.592 0.718
C -2.178 -1.824 -0.304
C -1.765 -0.225 -0.244
C -0.188 -0.029 -0.245
C 0.344 1.219 -0.059
N 1.628 1.438 0.593
H -1.995 -3.150 1.492
H -0.837 -1.763 1.284
H -0.711 -3.265 0.239
H -3.229 -1.914 -0.104
H -1.975 -2.251 -1.352
H -2.276 0.049 0.676
H -2.212 0.214 -1.129
H 0.441 -0.928 -0.376
H -0.274 2.006 -0.412
H 1.453 2.159 1.380
H 2.483 1.670 -0.080
H 1.929 0.559 1.030
H 3.860 2.453 -1.645
H 3.485 3.543 -0.651
O 3.417 2.631 -0.811
```

## Properties
multiplicity = 1
HOMO energy = -13.49 eV
orbital gap = 10.0 eV
molecular weight = 104.17 g mol⁻¹
charge = +1

=====

Least stable = d